1.
{"formula": "C2H3NO3S", "method": "the ωB97M-V functional and the def2-TZVPD basis", "elements": ["C", "C", "N", "O", "O", "O", "S", "H", "H", "H"], "xyz": [[0.04429, 1.12632, 0.60706], [1.31166, -0.11943, -1.13448], [-1.37409, -0.15001, 1.88366], [0.35774, 2.21818, 0.91748], [-2.87247, -1.82943, 1.18428], [0.19686, 0.08953, -0.06680], [-2.28207, -0.56070, 0.73978], [2.31049, -0.38356, -0.62618], [1.47246, 0.66958, -1.86674], [0.83513, -1.06048, -1.63807]], "relative_energy_kcal_mol": 107.2, "gap_ev": [8.5, 8.6], "energy_ha": -756.50537}

---

2.
{"formula": "C2H3NO4", "method": "the ωB97M-V functional and the def2-TZVPD basis", "elements": ["N", "C", "O", "C", "O", "O", "O", "H", "H", "H"], "xyz": [[1.02552, -0.01577, -1.60560], [1.12882, -0.49388, -0.38416], [1.93033, -1.17585, 0.16604], [-0.38607, 0.08970, 0.50919], [-0.98903, 1.00541, -0.00773], [-0.69770, -0.52599, 1.59736], [-1.89176, -0.02710, 2.19612], [0.26420, 0.61037, -1.81685], [1.74030, -0.21189, -2.28754], [-2.12462, 0.74500, 1.63318]], "smiles": "NC(=O)C(=O)OO", "relative_energy_kcal_mol": 79.8, "gap_ev": 10.6, "energy_ha": -433.63639}

---

3.
{"formula": "C2H3NO5", "method": "the ωB97M-V functional and the def2-TZVPD basis", "elements": ["N", "C", "C", "O", "O", "O", "O", "O", "H", "H", "H"], "xyz": [[0.06781, -0.00519, 0.59485], [0.33613, 1.01908, -0.19377], [-0.95698, -0.69179, -0.71065], [0.90525, -0.19008, 1.71202], [1.13251, 2.02316, 0.10493], [-0.13862, -1.47334, -1.42842], [-0.36920, 0.95631, -1.24350], [-2.10188, -0.84891, -0.45310], [0.29163, -0.45304, 2.41370], [1.50784, 1.86187, 0.98772], [-0.67448, -2.19807, -1.78379]], "relative_energy_kcal_mol": 0.0, "gap_ev": 10.2, "energy_ha": -508.88693}

---

4.
{"formula": "C2H3NOS", "method": "the ωB97M-V functional and the def2-TZVPD basis", "elements": ["C", "C", "N", "O", "S", "H", "H", "H"], "xyz": [[-1.32751, 0.27753, 0.99963], [1.28580, 0.05560, -0.77145], [-0.40710, -0.59571, 0.76121], [-1.76791, 1.28129, 1.39659], [-1.86822, -1.21262, 0.16681], [1.94299, 0.76735, -0.28748], [1.23371, -1.08256, -0.60003], [0.90824, 0.50912, -1.66529]], "relative_energy_kcal_mol": 104.2, "gap_ev": [9.1, 6.6], "energy_ha": -606.02136}

---

5.
{"formula": "C2H3NOS", "method": "the ωB97M-V functional and the def2-TZVPD basis", "elements": ["O", "C", "S", "C", "N", "H", "H", "H"], "xyz": [[-1.31376, 1.06430, 2.33661], [-1.64564, 1.14775, 1.24007], [-2.04392, 1.33178, -0.23363], [0.74262, -1.02556, -0.67307], [1.09783, 0.18143, -0.93616], [1.31515, -1.77762, -0.12992], [0.03069, -1.48065, -1.27771], [1.81702, 0.55856, -0.32619]], "smiles": "O=C=S.C=N", "relative_energy_kcal_mol": 12.4, "gap_ev": 10.8, "energy_ha": -606.16758}

---

6.
{"formula": "C2H3NOS", "method": "the ωB97M-V functional and the def2-TZVPD basis", "elements": ["C", "C", "N", "O", "S", "H", "H", "H"], "xyz": [[-1.39823, 0.33436, -0.22701], [-0.54310, -0.45072, 0.35443], [1.13504, -0.77328, -0.21845], [3.35476, 0.21210, -0.22753], [1.98002, 0.46002, 0.13868], [-2.47235, 0.22593, 0.08996], [-1.15268, 1.08321, -1.09367], [-0.90345, -1.09162, 1.18360]], "relative_energy_kcal_mol": 71.5, "gap_ev": 10.2, "energy_ha": -606.07339}

---

7.
{"formula": "C2H3NOS", "method": "the ωB97M-V functional and the def2-TZVPD basis", "elements": ["C", "N", "O", "C", "S", "H", "H", "H"], "xyz": [[-0.32589, -1.06537, -0.64248], [0.78125, -0.48331, -0.96018], [0.87502, 0.74923, -0.39884], [-0.00197, 0.77530, 0.65150], [-1.52652, -0.03725, 0.27602], [-0.34552, -1.93950, -1.27338], [0.12511, 1.90022, 0.82815], [0.41852, 0.10069, 1.51920]], "smiles": "C1=NOCS1", "relative_energy_kcal_mol": 65.6, "gap_ev": 9.7, "energy_ha": -606.08275}

---

8.
{"formula": "C2H3NOS2", "method": "the ωB97M-V functional and the def2-TZVPD basis", "elements": ["N", "C", "O", "C", "S", "S", "H", "H", "H"], "xyz": [[0.44690, -1.34169, 0.68037], [-0.24894, -0.17260, 0.43199], [-1.16881, 0.27001, 1.09670], [0.24069, 0.60626, -0.82635], [1.43769, 0.22751, -1.86080], [-0.76883, 1.95485, -1.14016], [0.40996, -1.68472, 1.63004], [1.19221, -1.68038, 0.00891], [-1.54086, 1.82076, -0.02069]], "smiles": "NC(=O)C(=S)S", "relative_energy_kcal_mol": 4.2, "gap_ev": 8.1, "energy_ha": -1004.38081}

---

9.
{"formula": "C2H3NOS2", "method": "the ωB97M-V functional and the def2-TZVPD basis", "elements": ["O", "N", "S", "C", "C", "S", "H", "H", "H"], "xyz": [[2.68613, 0.79843, 0.02045], [1.86402, 0.85797, -0.88736], [2.27084, 0.77783, -2.48936], [0.47533, 0.76598, -0.51053], [-0.08185, -0.09679, 0.63293], [-0.62585, 1.46194, 1.31066], [-0.37879, 0.90940, -1.28572], [-1.09231, -0.54145, 0.45620], [0.63753, -0.81118, 1.14687]], "smiles": "[O-][N+](=S)[C@H]1CS1", "relative_energy_kcal_mol": 120.2, "gap_ev": [7.2, 7.2], "energy_ha": -1004.19606}

---

10.
{"formula": "C2H3NOS2", "method": "the ωB97M-V functional and the def2-TZVPD basis", "elements": ["O", "C", "S", "N", "C", "S", "H", "H", "H"], "xyz": [[-0.95207, -0.95041, 1.60242], [-0.55512, 0.13512, 1.88084], [0.22353, 1.15412, 0.75164], [0.27851, -0.11164, -0.46399], [0.66070, 0.10182, -1.68255], [0.33325, -1.01787, -2.86122], [-0.76366, 0.61127, 2.83624], [-0.15981, -1.03992, -0.16359], [0.93469, 1.11750, -1.89980]], "smiles": "O=CSNC=S", "relative_energy_kcal_mol": 33.5, "gap_ev": 8.5, "energy_ha": -1004.33415}

---

11.
{"formula": "C2H3NOS2", "method": "the ωB97M-V functional and the def2-TZVPD basis", "elements": ["O", "C", "C", "S", "N", "S", "H", "H", "H"], "xyz": [[-0.37069, 1.94046, 0.17419], [0.52184, 1.33304, -0.31848], [0.85359, -0.11044, -0.03368], [2.35542, -0.74166, -0.14826], [-0.20312, -0.90108, 0.36156], [-1.80467, -0.81737, -0.34513], [1.19913, 1.75376, -1.03541], [-0.00776, -1.89256, 0.56435], [-2.54373, -0.56416, 0.78086]], "smiles": "O=CC(=S)NS", "relative_energy_kcal_mol": 34.5, "gap_ev": 8.3, "energy_ha": -1004.33252}

---

12.
{"formula": "C2H3NOS2", "method": "the ωB97M-V functional and the def2-TZVPD basis", "elements": ["C", "C", "H", "H", "H", "N", "O", "S", "S"], "xyz": [[-0.36298, 0.07510, 0.21531], [-0.18100, 1.68189, -0.11667], [-0.63981, -2.38016, 0.97450], [1.42606, -0.37706, -0.94520], [-0.02723, 2.68386, 0.95351], [0.49232, -0.79304, -0.39014], [-1.29501, -0.16187, 1.02941], [0.70593, -2.36702, 0.30031], [-0.11828, 1.63830, -2.02102]], "relative_energy_kcal_mol": 127.5, "gap_ev": 7.1, "energy_ha": -1004.18432}